Entry 1:
{
  "formula": "C4H9NS",
  "method": "the ωB97M-V functional and the def2-TZVPD basis",
  "species": ["C", "C", "C", "C", "N", "S", "H", "H", "H", "H", "H", "H", "H", "H", "H"],
  "coordinates": [[-1.157, -1.867, -0.749], [-1.149, 1.175, 0.197], [1.274, 0.760, 0.796], [0.178, 0.660, -0.170], [-0.084, -1.508, -0.206], [2.793, -0.160, 0.169], [-1.220, -2.980, -0.924], [-1.629, -1.340, -1.535], [-1.403, 2.103, -0.184], [-1.064, 1.131, 1.253], [-1.858, 0.459, -0.233], [1.532, 1.795, 0.837], [1.055, 0.424, 1.854], [0.630, 0.569, -1.183], [2.104, -1.221, 0.078]],
  "forces_ev_per_angstrom": [[2.636, -2.111, -1.025], [0.557, -2.378, -0.580], [1.185, -1.365, 1.010], [0.786, -4.014, -1.862], [-0.196, 2.818, 1.187], [0.283, 2.540, 0.731], [-0.527, 0.707, 0.684], [-1.477, 1.394, -0.359], [-0.237, 2.087, -0.582], [-1.099, 0.268, 1.166], [-0.316, 0.218, 0.468], [0.488, 0.945, 0.208], [-0.030, 0.278, -1.251], [-1.006, 0.690, 0.441], [-1.047, -2.077, -0.235]],
  "mulliken_charge": [-0.397, -0.983, -0.646, -0.058, -0.440, -0.229, 0.247, 0.268, 0.353, 0.293, 0.233, 0.386, 0.355, 0.435, 0.182],
  "multiplicity": 1,
  "gap_ev": 8.97,
  "charge": 0,
  "homo_ev": -8.28,
  "de_lowest_kcal_mol": 94.65,
  "e_tot_ev": -16615.3499
}



Entry 2:
{
  "formula": "C3H7FN2O",
  "method": "the ωB97M-V functional and the def2-TZVPD basis",
  "species": ["C", "C", "C", "N", "N", "O", "F", "H", "H", "H", "H", "H", "H", "H"],
  "coordinates": [[-0.508, -0.447, 0.944], [-0.329, 1.954, -1.246], [0.525, 1.287, -0.204], [-0.059, -2.761, 0.673], [0.212, -1.411, 0.391], [-1.431, -0.428, 1.696], [1.667, 0.708, -0.713], [-0.111, 2.931, -1.069], [-1.329, 1.660, -0.887], [-0.054, 1.643, -2.268], [0.826, 1.925, 0.692], [0.732, -3.074, 1.379], [-1.022, -2.868, 0.982], [0.881, -1.118, -0.371]],
  "forces_ev_per_angstrom": [[1.582, 2.664, -2.209], [-0.172, -3.240, 0.759], [-0.465, -1.585, 3.110], [2.989, -0.934, 0.945], [0.315, 0.559, -0.697], [0.234, -0.024, -0.041], [0.054, -0.148, -0.091], [-0.048, 3.204, -0.209], [-0.031, 0.626, -0.963], [-0.449, 0.008, 0.551], [-0.456, -0.781, -1.313], [-2.838, 0.504, -1.507], [0.474, 0.077, 0.363], [-1.190, -0.928, 1.301]],
  "mulliken_charge": [0.461, -0.833, -0.018, -0.739, 0.063, -0.512, -0.349, 0.285, 0.248, 0.296, 0.288, 0.253, 0.272, 0.284],
  "multiplicity": 1,
  "gap_ev": 9.04,
  "charge": 0,
  "homo_ev": -8.16,
  "de_lowest_kcal_mol": 71.52,
  "e_tot_ev": -10966.0648
}



Entry 3:
{
  "formula": "C18H24CrN4O4S4",
  "method": "the ωB97M-V functional and the def2-TZVPD basis",
  "species": ["Cr", "C", "N", "C", "C", "N", "C", "C", "C", "C", "C", "C", "C", "S", "C", "C", "C", "C", "C", "C", "S", "H", "H", "H", "H", "H", "H", "H", "H", "H", "H", "H", "H", "H", "H", "H", "H", "H", "H", "O", "S", "O", "O", "O", "C", "N", "C", "N", "S", "H", "H", "H", "H", "H", "H"],
  "coordinates": [[9.198, 7.964, 11.087], [6.828, 7.558, 13.353], [8.119, 7.124, 12.843], [8.271, 5.702, 12.469], [7.660, 5.487, 11.094], [8.445, 6.089, 9.970], [9.525, 5.264, 9.531], [7.472, 6.437, 8.956], [6.971, 5.508, 8.015], [5.930, 5.732, 7.089], [5.188, 6.919, 7.297], [5.698, 7.812, 8.194], [6.838, 7.689, 9.033], [7.075, 8.820, 10.349], [9.033, 7.490, 13.951], [9.409, 6.579, 14.903], [10.383, 6.956, 15.859], [11.055, 8.202, 15.818], [10.643, 9.103, 14.836], [9.679, 8.762, 13.883], [9.398, 9.773, 12.465], [6.474, 6.947, 14.217], [6.074, 7.386, 12.592], [6.840, 8.584, 13.755], [7.642, 5.113, 13.174], [9.320, 5.425, 12.668], [6.690, 6.077, 11.113], [7.569, 4.395, 10.844], [9.239, 4.228, 9.224], [10.271, 5.267, 10.389], [9.922, 5.759, 8.647], [7.415, 4.566, 7.998], [5.580, 4.817, 6.560], [4.256, 7.134, 6.740], [5.190, 8.731, 8.395], [9.008, 5.560, 14.808], [10.724, 6.206, 16.550], [11.831, 8.416, 16.547], [10.998, 10.139, 14.877], [11.028, 5.455, 13.147], [11.883, 6.318, 12.285], [12.731, 7.232, 13.020], [10.831, 7.234, 11.579], [12.522, 5.572, 11.157], [7.863, 10.287, 6.616], [8.864, 9.455, 7.346], [9.532, 9.841, 8.468], [9.307, 11.100, 8.909], [10.616, 8.766, 9.111], [7.620, 9.857, 5.615], [8.209, 11.271, 6.405], [6.851, 10.339, 7.090], [8.922, 8.468, 7.124], [8.392, 11.520, 8.692], [9.712, 11.269, 9.810]],
  "forces_ev_per_angstrom": [[-0.604, -0.074, 0.121], [-1.490, -0.786, 0.274], [2.011, 0.903, 0.950], [-1.376, -0.480, 0.851], [-0.278, 0.161, -0.115], [-1.498, 1.033, 0.649], [1.487, -0.675, 0.525], [-0.658, 0.268, -0.856], [-0.052, 1.434, -0.393], [-0.218, -0.607, 1.830], [0.339, -0.984, -1.261], [0.361, 1.439, 0.901], [-1.093, -1.375, -0.223], [0.459, 0.043, -0.686], [1.399, 1.023, -0.743], [0.336, 0.315, 0.834], [0.317, 0.209, -0.611], [-1.824, -1.241, -0.380], [-0.250, 0.566, 0.554], [-0.129, -0.897, 0.134], [-0.227, 0.715, 0.333], [0.677, -0.047, -0.304], [-0.218, 0.594, -0.163], [0.183, -0.228, -0.815], [0.227, -0.019, -0.294], [-0.152, -0.021, -0.655], [0.819, -1.261, -0.215], [-0.446, 0.849, 0.445], [-0.021, 0.541, 0.462], [-0.500, -0.396, -1.454], [0.545, -0.090, 0.114], [0.810, -1.540, -0.048], [0.191, 1.165, -0.014], [0.688, -0.109, 0.410], [-0.621, 0.459, -0.196], [0.377, 0.536, 0.579], [0.036, -0.189, 0.240], [-0.126, 0.114, -0.202], [0.227, -0.525, -0.456], [1.449, -0.165, -0.497], [-0.366, -0.783, -1.177], [0.300, -0.512, 0.018], [-0.152, -0.103, -0.447], [-0.651, 0.860, 1.796], [-0.915, -1.635, -0.165], [-0.815, 1.188, -0.307], [-1.626, 0.477, -1.908], [-0.525, -0.388, -0.560], [0.668, -0.677, 1.058], [0.601, -0.074, 0.773], [0.559, 0.805, 0.162], [0.908, -0.055, 0.223], [0.023, 0.330, 0.102], [0.860, -0.361, 0.423], [-0.028, 0.267, 0.387]],
  "mulliken_charge": [0.194, -1.382, 1.509, -0.517, -1.305, 1.761, -0.950, -0.691, -0.548, -0.860, -0.578, -0.899, 1.157, -0.548, -0.402, -0.318, -0.580, -0.698, -0.490, 0.699, -0.526, 0.264, 0.439, 0.251, 0.398, 0.248, 0.369, 0.391, 0.302, 0.015, 0.345, 0.432, 0.275, 0.339, 0.454, 0.285, 0.334, 0.376, 0.308, -0.703, 1.351, -0.642, -0.455, -0.742, -1.073, -0.126, 0.508, -0.408, -0.413, 0.339, 0.422, 0.296, 0.262, 0.252, 0.277],
  "multiplicity": 4,
  "gap_ev": [6.72, 6.80],
  "charge": -1,
  "homo_ev": [-4.46, -4.54],
  "de_lowest_kcal_mol": 27.69,
  "e_tot_ev": -104972.1827
}



Entry 4:
{
  "formula": "C4H4N2O",
  "method": "the ωB97M-V functional and the def2-TZVPD basis",
  "species": ["C", "C", "C", "C", "H", "H", "H", "H", "N", "N", "O"],
  "coordinates": [[0.096, 1.596, -0.805], [0.014, 0.286, -0.005], [-1.205, -0.610, -0.217], [1.210, -0.566, -0.175], [-0.856, 2.099, -0.765], [0.384, 1.335, -1.849], [0.887, 2.233, -0.167], [-0.861, 0.891, 1.701], [-2.329, -1.045, -0.233], [2.259, -1.161, -0.146], [0.031, 0.581, 1.369]],
  "forces_ev_per_angstrom": [[1.773, -0.061, 0.750], [-0.722, -0.786, 0.606], [-5.342, -0.781, -0.405], [5.941, -2.879, 0.168], [-0.306, 0.164, -0.098], [-0.032, 0.734, 0.726], [-1.595, -1.401, -1.951], [1.382, -0.546, -0.834], [5.774, 1.917, -0.013], [-5.594, 3.038, -0.386], [-1.280, 0.602, 1.438]],
  "mulliken_charge": [-1.206, 1.364, -0.062, -0.073, 0.365, 0.342, 0.292, 0.375, -0.429, -0.432, -0.535],
  "multiplicity": 1,
  "gap_ev": 12.42,
  "charge": 0,
  "homo_ev": -12.02,
  "de_lowest_kcal_mol": 52.21,
  "smiles": "CC(O)(C#N)C#N",
  "e_tot_ev": -9238.2237
}



Entry 5:
{
  "formula": "C3H4O2S",
  "method": "the ωB97M-V functional and the def2-TZVPD basis",
  "species": ["C", "C", "C", "O", "O", "S", "H", "H", "H", "H"],
  "coordinates": [[0.017, 0.923, -0.280], [-2.664, -0.601, -0.215], [0.822, -0.149, 0.335], [-1.156, 0.841, -0.433], [-2.580, -1.719, -0.518], [-3.920, 0.406, 0.181], [1.640, 0.204, 0.997], [0.117, -0.693, 0.928], [1.062, -0.870, -0.371], [-3.044, 1.523, 0.087]],
  "forces_ev_per_angstrom": [[0.741, 0.451, 0.004], [1.110, -0.595, 0.087], [-0.163, 0.856, 2.024], [-0.316, 1.058, -0.657], [0.145, -1.631, -0.372], [-0.590, 2.664, 0.311], [-0.315, -0.230, -0.927], [-0.594, -0.416, 0.933], [1.200, -1.033, -1.646], [-1.217, -1.125, 0.243]],
  "mulliken_charge": [0.043, 0.503, -0.736, -0.286, -0.359, -0.238, 0.291, 0.260, 0.312, 0.210],
  "multiplicity": 1,
  "gap_ev": [8.45, 6.93],
  "charge": 0,
  "homo_ev": [-8.00, -6.99],
  "de_lowest_kcal_mol": 98.72,
  "e_tot_ev": -18101.7845
}



Entry 6:
{
  "formula": "C5H10O",
  "method": "the ωB97M-V functional and the def2-TZVPD basis",
  "species": ["O", "C", "C", "C", "C", "C", "H", "H", "H", "H", "H", "H", "H", "H", "H", "H"],
  "coordinates": [[1.432, -0.613, 0.666], [-0.415, -0.711, -0.893], [0.189, 0.662, -1.084], [0.819, 0.778, 0.334], [-0.375, 0.612, 1.216], [-1.081, -0.579, 0.481], [0.794, -2.419, -1.179], [-0.857, -1.262, -1.715], [0.770, 0.849, -1.998], [-0.633, 1.419, -1.111], [1.476, 1.670, 0.443], [1.975, -0.386, -0.060], [-0.011, 0.344, 2.210], [-0.979, 1.519, 1.280], [-0.950, -1.511, 1.020], [-2.155, -0.370, 0.389]],
  "forces_ev_per_angstrom": [[0.174, 3.793, 0.029], [-0.556, -0.493, -0.687], [0.225, -0.366, 0.037], [-0.536, -0.805, 0.462], [-0.364, 0.024, 0.047], [-0.110, -0.350, 0.048], [-0.850, 1.611, 0.357], [-0.398, 0.445, 0.243], [0.308, -0.311, 0.502], [0.319, -0.463, -0.040], [-0.122, -0.957, 0.390], [2.439, -1.796, -1.392], [-0.319, 0.019, -0.019], [-0.163, -0.126, -0.030], [-0.190, -0.009, 0.239], [0.142, -0.216, -0.185]],
  "mulliken_charge": [-0.465, -0.738, -0.394, -0.217, -0.873, -0.416, 0.048, 0.452, 0.353, 0.250, 0.336, 0.334, 0.349, 0.338, 0.273, 0.368],
  "multiplicity": 1,
  "gap_ev": [9.60, 8.28],
  "charge": 0,
  "homo_ev": [-9.02, -8.12],
  "de_lowest_kcal_mol": 130.50,
  "e_tot_ev": -7389.1064
}